No. 1
Density functional theory data (wB97M-V/def2-TZVPD) for a cluster of 6 separate species, C38H34BNO23 in total at a distorted geometry.

Frontier orbital gap, Ha: 0.280
Charge: 0

```
97
Properties=species:S:1:pos:R:3:mulliken_charge:R:1
C 5.87400 -4.32498 0.63644 -1.163
C 5.50353 -3.62537 -0.67974 -0.252
B 3.99578 -3.19461 -0.82126 0.635
O 3.53223 -2.83170 -2.08063 -0.687
C 2.95790 -3.13943 0.34963 0.311
C 2.93231 -1.74072 1.09366 -0.536
C 1.54958 -1.30068 0.65245 0.053
O 1.22695 -0.25343 0.13866 -0.571
N 0.69566 -2.44810 0.81667 -0.251
C 1.45515 -3.43883 0.01244 -0.151
C 0.94239 -4.81650 0.37647 -0.780
C 0.95689 -5.76544 -0.79182 -0.137
O 0.31114 -6.79013 -0.79790 -0.526
H 6.78873 -4.89356 0.53782 0.356
H 6.01612 -3.58505 1.41373 0.243
H 5.10194 -5.01622 0.94664 0.307
H 5.80340 -4.23866 -1.52193 0.381
H 6.11302 -2.72542 -0.75820 0.132
H 4.08960 -2.13858 -2.43597 0.290
H 3.22867 -3.84470 1.12977 0.023
H 2.96477 -1.97781 2.14280 0.455
H 3.68639 -1.04762 0.75763 -0.027
H 0.76628 -2.70874 1.79364 0.289
H 1.18016 -3.15190 -0.99555 0.387
H 1.54289 -5.26125 1.16286 0.507
H -0.08901 -4.72945 0.68164 0.345
H 1.56544 -5.49647 -1.67103 0.395
O -1.04241 3.61558 -1.88327 -0.569
C -0.65499 3.87584 -0.76265 1.012
C -0.04733 2.90341 0.13287 -0.772
C 0.33576 3.26769 1.36003 -0.082
O 0.89220 2.41437 2.21705 -0.536
C 0.15277 4.67064 1.85749 1.008
O 0.50789 4.91909 2.99474 -0.657
C -0.43253 5.64959 0.95478 -1.017
C -0.81263 5.28524 -0.27853 0.346
O -1.35198 6.13421 -1.14409 -0.591
H 0.07112 1.89084 -0.23107 0.872
H 1.06857 2.92636 3.02815 0.340
H -0.54529 6.66091 1.31844 0.446
H -1.53435 5.62840 -1.96160 0.280
O 8.62982 0.39752 0.72488 -0.639
C 7.88700 0.98460 1.48789 0.817
C 8.31102 2.03582 2.39489 -1.012
C 7.41334 2.61103 3.20681 0.276
O 7.71874 3.57536 4.05941 -0.562
C 5.96572 2.19911 3.21437 0.957
O 5.22210 2.76140 3.99304 -0.623
C 5.53836 1.15927 2.29256 -0.726
C 6.43680 0.58967 1.48118 0.130
O 6.12668 -0.36273 0.60911 -0.384
H 9.35257 2.32317 2.38321 0.433
H 6.89034 3.80599 4.51951 0.367
H 4.49302 0.88259 2.29299 0.588
H 6.95964 -0.59096 0.15354 0.376
O -3.12531 3.33062 1.41961 -0.582
C -3.50152 2.26834 1.88055 1.240
C -2.60263 1.17445 2.18807 -0.617
C -3.08638 0.02931 2.68270 -0.091
O -2.32982 -1.01509 2.98721 -0.596
C -4.55820 -0.16590 2.92525 1.155
O -4.91883 -1.24398 3.35651 -0.667
C -5.45980 0.93824 2.63536 -1.152
C -4.96927 2.08542 2.14665 0.289
O -5.72232 3.13636 1.85872 -0.610
H -1.54771 1.32749 2.00560 0.391
H -2.94109 -1.70134 3.31438 0.368
H -6.51314 0.79266 2.82746 0.471
H -5.11599 3.82083 1.52084 0.353
O -7.28503 -4.21953 -0.32480 -0.629
C -6.09893 -4.00953 -0.16154 0.959
C -5.51487 -2.68319 -0.05724 -0.693
C -4.19204 -2.55904 0.10732 -0.016
O -3.57289 -1.39206 0.22157 -0.464
C -3.28335 -3.75452 0.18538 0.996
O -2.09751 -3.52407 0.32344 -0.398
C -3.86542 -5.08112 0.10524 -1.122
C -5.18942 -5.20596 -0.05743 0.356
O -5.80484 -6.37441 -0.14161 -0.586
H -6.17782 -1.83165 -0.11545 0.488
H -2.62071 -1.59574 0.32443 0.218
H -3.20263 -5.93269 0.17705 0.521
H -6.75179 -6.17290 -0.25992 0.357
O -5.51396 2.20106 -4.23328 -0.641
C -4.67530 2.91019 -4.75407 1.021
C -3.81201 3.82096 -4.02268 -0.823
C -2.92887 4.57066 -4.69192 0.168
O -2.10368 5.42254 -4.09994 -0.495
C -2.79482 4.50752 -6.18749 0.926
O -1.97527 5.23841 -6.70967 -0.638
C -3.64436 3.58331 -6.91778 -0.957
C -4.52755 2.83000 -6.24981 0.323
O -5.33681 1.96329 -6.83871 -0.566
H -3.91049 3.85841 -2.94719 0.492
H -1.57224 5.82810 -4.81061 0.346
H -3.53216 3.53440 -7.99132 0.430
H -5.86713 1.56152 -6.12554 0.368
```

No. 2
Density functional theory data (wB97M-V/def2-TZVPD) for a structure of composition C38H44CdN5.

Frontier orbital gap, Ha: 0.241
Charge: +1

```
88
Properties=species:S:1:pos:R:3:mulliken_charge:R:1
Cd 0.07954 0.17900 -0.02430 4.450
C 1.02644 2.76417 -2.38588 -1.057
C 1.65898 3.10160 -1.07952 0.342
C 2.54264 4.17690 -0.99307 -0.972
C 3.18023 4.44095 0.19987 -0.809
C 2.90708 3.63487 1.29340 -1.271
C 1.99290 2.60170 1.14841 0.246
N 1.38798 2.33282 -0.01674 0.553
C 1.66773 1.72130 2.30705 0.677
C 2.01705 2.06764 3.60986 -0.909
C 1.73336 1.18564 4.63556 -1.042
C 1.13211 -0.02553 4.34182 -0.964
C 0.80542 -0.30367 3.01949 0.276
N 1.04577 0.57340 2.04384 0.919
C 0.17765 -1.59656 2.63083 0.542
C 0.28666 -2.70878 3.45045 -1.153
C -0.31199 -3.89229 3.04490 -0.845
C -0.99696 -3.91557 1.85035 -0.870
C -1.05828 -2.76219 1.06842 0.004
C -1.76859 -2.78526 -0.24134 -0.625
N -0.47000 -1.62828 1.45882 0.384
H 1.06329 3.61537 -3.06326 0.591
H -0.00922 2.46427 -2.25426 -0.096
H 1.56128 1.93294 -2.84884 0.117
H 2.72153 4.78149 -1.87058 0.553
H 3.88423 5.25711 0.28261 0.452
H 3.41771 3.80385 2.22765 0.425
H 2.47969 3.01626 3.82887 0.440
H 1.97717 1.44116 5.65716 0.444
H 0.89587 -0.72114 5.12999 0.488
H 0.84538 -2.67140 4.37063 0.423
H -0.23844 -4.77956 3.65767 0.449
H -1.48257 -4.81594 1.50324 0.529
H -2.64927 -3.42119 -0.17979 0.653
H -1.11616 -3.19260 -1.01721 0.356
H -2.07407 -1.78359 -0.54146 -0.395
C -4.06991 -2.83528 -2.65623 -1.725
C -3.27467 -1.62313 -3.15533 1.380
C -3.32573 -1.58736 -4.68627 -1.588
C -3.80000 -0.34300 -2.51154 0.593
C -5.15097 -0.06543 -2.71865 -0.727
C -5.77889 0.98716 -2.08981 -1.593
C -5.06474 1.73250 -1.17054 -1.307
C -3.71752 1.50364 -0.91948 0.905
C -3.11913 2.31434 0.21676 0.393
C -2.73374 1.43485 1.40666 -1.631
C -1.99464 3.25774 -0.18379 -1.670
C -3.05383 0.51025 -1.66818 -0.623
N -1.63121 0.33923 -1.57699 0.471
C -1.04047 0.11678 -2.72349 -1.167
C 0.28226 -0.32548 -2.88833 0.462
C 0.97498 -0.53438 -4.08871 -1.895
C 2.24861 -0.95229 -3.72768 -0.976
C 2.28509 -0.99145 -2.31937 -0.666
N 1.09970 -0.62025 -1.81820 0.956
C 3.46100 -1.40471 -1.46162 2.641
C 3.17458 -1.20667 0.02538 -1.849
C 3.76800 -2.88500 -1.72060 -1.847
C 4.68063 -0.55792 -1.84514 -1.794
H -3.59790 -3.75881 -2.99240 0.447
H -5.08696 -2.83107 -3.04578 0.434
H -4.13895 -2.85327 -1.56887 0.283
H -2.23587 -1.77708 -2.85357 -0.175
H -4.35183 -1.46263 -5.03420 0.345
H -2.94956 -2.52291 -5.09989 0.433
H -2.73982 -0.77367 -5.11207 0.329
H -5.71723 -0.69610 -3.38963 0.373
H -6.82213 1.20152 -2.27760 0.379
H -5.56688 2.51733 -0.61898 0.410
H -3.94430 2.94089 0.56586 0.821
H -1.76809 0.95064 1.23859 0.185
H -3.47168 0.65440 1.58651 0.410
H -2.62534 2.03060 2.31360 0.429
H -1.08841 2.71128 -0.43383 0.061
H -1.75410 3.93468 0.63823 0.442
H -2.27158 3.86050 -1.04879 0.425
H -1.60120 0.28538 -3.64080 0.697
H 0.58585 -0.38835 -5.08318 0.544
H 3.05539 -1.22014 -4.38800 0.593
H 2.30180 -1.78263 0.34494 0.108
H 3.00400 -0.15233 0.25679 0.007
H 4.02819 -1.54259 0.61646 0.601
H 2.92447 -3.51511 -1.43492 0.362
H 4.64041 -3.19690 -1.14460 0.461
H 3.97606 -3.06264 -2.77513 0.385
H 4.48169 0.50515 -1.69696 0.299
H 4.94827 -0.70526 -2.89055 0.394
H 5.54178 -0.83495 -1.23505 0.471
```